Density functional theory data (ωB97M-V with the def2-TZVPD basis set) for a 2-piece molecular cluster, C27H23NO5P overall in a non-equilibrium geometry.

Positions of all 57 atoms, in Å:
C1 -3.17090 2.90250 -2.20782
C2 -3.77191 2.52348 -1.00416
C3 -3.17906 1.53971 -0.20896
C4 -1.99115 0.91358 -0.61482
P1 -1.07657 -0.24384 0.48739
C5 -1.61086 0.42702 2.11382
C6 -2.58144 -0.14366 2.95011
C7 -3.02004 0.55968 4.08067
C8 -2.45696 1.79511 4.41442
C9 -1.44004 2.32892 3.61446
C10 -1.01617 1.64523 2.47623
C11 -1.74290 -1.87259 0.14465
C12 -1.66316 -2.81429 1.17663
N1 -1.68076 -3.63463 2.02552
O1 0.40138 -0.12287 0.35062
C13 -1.40224 1.27965 -1.83178
C14 -1.99467 2.26761 -2.62500
H1 -3.61682 3.69197 -2.81448
H2 -4.69534 3.00082 -0.67145
H3 -3.62802 1.28923 0.75307
H4 -2.99852 -1.12732 2.72499
H5 -3.80991 0.13486 4.70223
H6 -2.79892 2.34359 5.29397
H7 -0.97450 3.28148 3.86696
H8 -0.22728 2.06339 1.84647
H9 -2.65544 -1.83581 -0.45828
H10 -0.46683 0.80612 -2.13520
H11 -1.52973 2.55117 -3.56977
C15 2.13300 -5.74359 -3.17181
C16 2.69957 -5.23710 -1.85571
C17 4.17036 -5.64354 -1.72199
O2 2.61348 -3.80412 -1.74033
C18 1.33653 -3.28894 -1.66529
O3 1.10892 -2.14787 -2.00151
C19 0.29029 -4.21088 -1.16044
C20 -1.01969 -3.83269 -1.26187
C21 -2.08977 -4.83469 -1.28231
C22 -1.83813 -6.11664 -1.84065
C23 -2.84186 -7.07013 -1.97625
C24 -4.14771 -6.76543 -1.57287
C25 -4.41909 -5.52138 -0.98771
C26 -3.40978 -4.56385 -0.85504
C27 0.73697 -5.45890 -0.47183
O4 0.04877 -6.12953 0.26560
O5 2.03244 -5.84037 -0.71923
H12 1.08557 -5.45382 -3.32069
H13 2.73474 -5.32804 -3.98986
H14 2.22625 -6.83754 -3.20281
H15 4.56280 -5.31227 -0.75526
H16 4.24549 -6.73558 -1.78630
H17 4.75249 -5.18985 -2.53098
H18 -1.19380 -2.82814 -1.64682
H19 -0.83137 -6.34371 -2.19857
H20 -2.58307 -8.04180 -2.40260
H21 -4.94097 -7.49805 -1.72544
H22 -5.43130 -5.28927 -0.64762
H23 -3.62589 -3.60412 -0.38753

total charge	-1
ΔE to the lowest compared entry with this formula, charge and spin	0.000	eV

natural (NBO) atomic charge list, values in e, 8 entries:
1 C -0.2247
2 C -0.2172
3 C -0.2278
4 C -0.3009
5 P 1.9066
6 C -0.3012
7 C -0.2239
8 C -0.2263